Entry from OMol25: a molecular structure, C48H67N7O6PSiSr at a distorted geometry (ωB97M-V/def2-TZVPD).

Geometry as XYZ:
```
131
Properties=species:S:1:pos:R:3:forces:R:3:lowdin_charge:R:1
Sr 0.739757 0.484366 0.638628 -1.293 1.756 -1.299 1.21
N 1.857970 0.137242 -10.433738 -0.041 0.012 0.202 0.14
C 1.599439 0.203904 -9.313758 0.060 -0.017 -0.328 -0.19
C 1.281296 0.274707 -7.916614 -0.031 0.006 0.136 -0.24
C -0.045561 0.415881 -7.507553 0.076 -0.007 -0.075 -0.01
C -0.342731 0.463181 -6.159478 0.101 -0.038 0.083 0.00
C 0.671103 0.382879 -5.205802 -0.045 0.012 -0.085 -0.19
C 1.992985 0.257973 -5.625266 -0.055 0.016 0.065 -0.01
C 2.302879 0.197916 -6.971904 -0.030 0.001 -0.079 -0.02
C 0.342386 0.435359 -3.751188 0.180 0.233 0.030 -0.06
C -0.323335 -0.712657 -3.237669 -0.239 -0.026 -0.086 -0.32
C -0.610865 -1.893404 -3.974560 0.145 0.066 0.003 -0.07
C -1.387641 -2.689895 -3.147205 -0.062 -0.018 -0.007 -0.12
C -1.541151 -1.947484 -1.956129 -0.360 0.243 -0.206 -0.24
N -0.901691 -0.782656 -1.990954 0.075 -0.058 0.094 0.05
C 0.696821 1.593387 -3.097212 -0.035 -0.153 -0.131 -0.26
C 1.158639 2.812198 -3.724169 0.068 0.081 0.008 -0.02
C 1.301158 3.731491 -2.732349 0.012 -0.077 -0.154 -0.06
C 0.948811 3.050946 -1.520759 -0.161 -0.134 0.004 -0.16
N 0.589171 1.808155 -1.725995 -0.011 -0.030 0.389 0.01
H -0.830720 0.488442 -8.247683 -0.001 0.003 -0.007 0.12
H -1.365753 0.570361 -5.829903 -0.071 0.013 0.029 0.12
H 2.780137 0.218512 -4.883592 0.013 0.006 0.030 0.12
H 3.329439 0.098310 -7.298927 -0.010 0.002 -0.001 0.12
H -0.303611 -2.108511 -4.984661 0.012 -0.007 -0.093 0.10
H -1.825030 -3.649048 -3.374314 -0.051 -0.054 -0.030 0.08
H -2.115361 -2.233114 -1.085966 -0.060 -0.010 0.099 0.11
H 1.319754 2.961340 -4.779373 -0.015 -0.006 -0.041 0.11
H 1.609272 4.759014 -2.820322 0.017 0.062 -0.003 0.09
H 0.954859 3.469275 -0.522860 0.016 0.040 0.094 0.11
O -5.490325 1.845219 -5.960911 0.054 0.064 0.106 0.08
C -5.432006 2.945767 -5.146795 -0.205 0.281 -0.137 -0.48
O -5.990997 3.961857 -5.497739 0.277 -0.578 0.093 0.08
C -4.693924 2.783984 -3.880478 -0.071 0.035 -0.025 -0.17
C -3.885374 1.680590 -3.576228 0.072 0.033 0.011 -0.03
C -3.254174 1.565682 -2.363666 -0.045 -0.015 0.021 -0.02
C -3.405684 2.548572 -1.358916 0.204 -0.002 0.058 -0.20
C -4.181757 3.685833 -1.689329 0.211 -0.159 0.049 0.00
C -4.807488 3.782799 -2.913285 -0.005 -0.033 -0.038 -0.02
N -2.791453 2.367493 -0.142002 -0.138 0.139 -0.432 -0.04
C -2.468626 3.462555 0.702365 -0.005 0.026 0.038 -0.09
C -1.495900 3.526813 1.663413 0.043 0.176 -0.146 -0.31
C -1.354282 4.782966 2.389243 -0.064 -0.008 -0.006 -0.07
C -0.444725 4.930586 3.373737 0.018 0.052 0.034 -0.13
C 0.407275 3.843458 3.722463 -0.008 -0.067 0.021 -0.13
C 0.258749 2.702447 2.985003 0.094 0.003 0.154 -0.24
N -0.610915 2.502142 1.979404 0.244 -0.327 -0.316 -0.04
H -5.080368 1.091642 -5.511898 -0.117 0.219 -0.066 0.08
H -3.682142 0.906538 -4.311357 0.004 -0.048 -0.002 0.10
H -2.599372 0.725250 -2.180840 -0.057 0.053 -0.111 0.08
H -4.325044 4.472580 -0.970196 0.006 0.114 0.109 0.09
H -5.425520 4.641527 -3.141807 0.008 0.009 0.011 0.12
H -2.965673 4.382461 0.465279 -0.232 0.141 0.061 0.08
H -2.007716 5.602993 2.117337 -0.036 0.009 -0.016 0.10
H -0.361333 5.878623 3.895268 -0.006 -0.009 -0.015 0.09
H 1.141622 3.912503 4.510877 0.027 -0.018 -0.004 0.07
H 0.903511 1.851608 3.206738 0.082 -0.066 0.042 0.08
N 2.264532 -4.241697 -1.729540 0.004 -0.216 -0.196 0.05
C 1.502822 -4.346775 -0.430388 -0.097 0.008 0.126 -0.08
C 0.665028 -3.087370 -0.308642 -0.164 -0.243 0.051 -0.20
N 1.478792 -1.894313 -0.367496 0.177 0.069 0.305 -0.12
C 2.308426 -1.811091 -1.545134 0.126 0.000 -0.093 -0.19
C 3.178213 -3.047213 -1.724038 0.080 0.096 0.025 -0.09
H 1.571441 -4.101827 -2.477257 0.066 -0.032 0.057 0.17
H 2.779520 -5.102246 -1.933912 -0.117 0.224 0.075 0.18
H 2.228892 -4.423446 0.380157 0.004 -0.037 -0.040 0.13
H 0.898553 -5.252622 -0.472302 -0.004 0.029 0.009 0.14
H 0.141355 -3.122117 0.649466 0.043 -0.023 -0.143 0.10
H -0.063290 -3.051237 -1.130074 0.370 -0.152 0.317 0.08
H 2.007978 -1.804283 0.496810 0.243 -0.087 -0.012 0.08
H 2.943061 -0.927097 -1.487937 0.038 0.031 0.005 0.09
H 1.647078 -1.692842 -2.411938 0.083 -0.038 0.009 0.11
H 3.860025 -3.180674 -0.881895 0.004 0.002 -0.067 0.13
H 3.739350 -3.043849 -2.658443 -0.027 0.016 0.006 0.13
C 4.539280 0.978808 2.399474 0.023 0.075 -0.117 -0.29
Si 3.680208 1.320265 0.716118 0.567 -0.122 -0.002 0.42
C 4.108550 3.167163 0.429140 -0.042 -0.095 -0.007 -0.29
C 4.948431 0.467645 -0.487834 -0.062 0.072 0.094 -0.31
H 5.620637 1.146075 2.367363 0.076 0.029 -0.010 0.01
H 4.354983 -0.047802 2.708216 0.007 -0.195 0.078 -0.02
H 4.123929 1.622099 3.176041 -0.063 0.079 0.101 0.01
H 5.183217 3.352213 0.520775 0.069 -0.003 0.020 0.01
H 3.593895 3.793922 1.159482 -0.042 0.062 0.062 0.01
H 3.794009 3.500884 -0.560347 -0.025 0.041 -0.121 -0.01
H 5.950439 0.889277 -0.372388 0.108 0.041 0.023 0.01
H 4.661401 0.593905 -1.534283 -0.030 0.023 -0.137 -0.01
H 5.026072 -0.606653 -0.289866 -0.008 -0.103 0.028 -0.01
C -4.617224 1.332617 1.946355 0.022 -0.052 0.005 -0.07
C -3.963194 0.406075 0.924938 -0.009 0.039 0.086 -0.39
C -4.966819 -0.007173 -0.146679 -0.018 0.004 0.059 -0.07
C -2.664669 1.016015 0.382450 -0.047 0.005 -0.092 -0.16
H -5.460549 0.839189 2.434374 -0.036 -0.020 0.001 0.07
H -4.987407 2.236086 1.458509 0.007 0.019 -0.005 0.08
H -3.905027 1.644786 2.710970 0.022 0.013 0.032 0.08
H -3.647022 -0.504939 1.447000 0.029 -0.034 -0.004 0.11
H -5.411363 0.861040 -0.631187 -0.025 0.071 -0.047 0.08
H -5.775800 -0.586800 0.302201 -0.054 -0.020 0.022 0.07
H -4.501615 -0.614662 -0.921436 0.049 -0.078 -0.073 0.07
H -2.224052 0.370659 -0.378780 0.022 -0.119 0.103 0.08
H -1.967631 1.106400 1.206055 0.080 -0.187 0.220 0.07
C 2.326765 -3.843434 5.178696 0.067 -0.141 0.185 -0.04
C 2.930132 -2.485875 4.854067 0.183 -0.194 0.199 -0.63
C 2.728702 -1.498831 5.991988 0.006 -0.006 0.112 -0.02
C 4.413018 -2.640741 4.533518 -0.117 -0.037 0.085 -0.03
O 2.339460 -1.925399 3.677418 -0.148 0.340 -0.372 -0.15
P 0.833403 -2.157108 3.204561 -0.069 -0.172 -0.288 0.27
O 0.623866 -3.551173 2.710866 -0.036 0.117 -0.001 -0.29
O 0.538981 -1.052973 2.214162 0.111 -1.116 1.143 -0.53
O 0.044703 -1.870249 4.569442 0.301 0.101 -0.041 -0.18
C -1.362179 -2.090586 4.749254 -0.212 0.061 0.073 -0.63
C -2.133935 -1.580567 3.542766 -0.151 0.005 0.036 -0.04
C -1.600795 -3.576650 4.975994 -0.111 0.034 0.019 -0.03
C -1.716523 -1.278020 5.988092 -0.044 -0.087 -0.074 -0.02
H 2.832752 -4.253630 6.053320 0.024 -0.037 0.051 0.09
H 2.449849 -4.525608 4.340449 0.001 -0.052 -0.033 0.08
H 1.263063 -3.763283 5.394838 0.077 -0.038 0.038 0.06
H 3.240249 -1.857536 6.885393 0.032 0.009 0.082 0.09
H 1.668985 -1.375259 6.210850 0.056 -0.020 -0.001 0.07
H 3.141920 -0.530889 5.714096 0.035 0.071 -0.014 0.09
H 4.925587 -3.108522 5.374429 0.039 -0.008 0.033 0.08
H 4.869704 -1.674757 4.339786 0.028 0.139 -0.051 0.07
H 4.541632 -3.269157 3.653413 -0.007 -0.055 -0.056 0.08
H -1.903791 -2.167228 2.653959 -0.012 -0.043 -0.048 0.08
H -1.878982 -0.540323 3.344996 -0.015 0.055 -0.017 0.09
H -3.204792 -1.651996 3.739383 -0.038 0.004 -0.007 0.09
H -1.181273 -4.148792 4.153011 0.018 -0.046 -0.074 0.07
H -2.671210 -3.773224 5.042972 -0.054 -0.021 0.036 0.09
H -1.131589 -3.899286 5.904901 0.041 -0.025 0.070 0.08
H -1.558539 -0.217041 5.803506 0.013 0.061 -0.028 0.09
H -1.091208 -1.581976 6.827208 0.026 -0.035 0.033 0.08
H -2.761196 -1.438832 6.254159 -0.054 0.010 0.023 0.09
```
Forces are in eV/Å.

- frontier orbital gap (eV) = 3.539
- E (eV) = -91587.70417
- 2S+1 = 1
- charge = -1